Formula: C9H20N2O
Source: the Open Molecules 2025 dataset
Level of theory: wB97M-V/def2-TZVPD

Element x y z (Å)
1 C 1.22 -1.11 0.76
2 C -0.05 -0.21 0.57
3 C -0.35 0.13 2.01
4 C -0.95 -0.34 -0.46
5 C -0.52 -0.59 -1.84
6 C 0.10 0.71 -2.46
7 N 1.08 1.12 -1.49
8 O 2.16 0.48 -1.70
9 C 0.78 1.63 -0.24
10 C -0.38 2.63 -0.12
11 C 2.08 1.87 0.53
12 H 0.87 -2.04 0.96
13 H 1.91 -0.72 1.51
14 H 2.00 -1.21 -0.11
15 H -0.01 1.03 2.41
16 H -0.01 -0.73 2.61
17 H -1.36 0.23 2.12
18 H -2.00 0.14 -0.23
19 H -1.43 -1.08 -2.31
20 H 0.38 -1.39 -1.85
21 H 0.50 0.39 -3.34
22 H -0.67 1.38 -2.59
23 H -0.57 3.16 -1.05
24 H 0.01 3.33 0.54
25 H -1.33 2.12 0.37
26 H 2.33 2.86 0.25
27 H 2.92 1.23 0.31
28 H 1.78 1.77 1.53
29 N -1.92 -3.75 -0.37
30 H -2.27 -4.03 0.60
31 H -1.15 -3.16 -0.16
32 H -1.55 -4.58 -0.76

SMILES string   CC(C)=CCC[N+]([O-])=C(C)C.N
LUMO level   0.57 eV
Energy above the lowest of the compared OMol25 structures with the same formula, charge and spin   130.4 kcal per mole
Net charge   0
HOMO-LUMO gap   7.6730 eV
E_tot   -539.45813 a.u.

Atomic partial charges in e from the Mulliken method, atoms 1 to 6: atom 1 (C): -2.08, atom 2 (C): 1.44, atom 3 (C): -1.79, atom 4 (C): -0.62, atom 5 (C): -0.39, atom 6 (C): -1.23

***

Formula: C9H20N2Si
Source: the Open Molecules 2025 dataset
Level of theory: wB97M-V/def2-TZVPD

Element x y z (Å)
1 C 0.67 -1.92 -2.43
2 C -0.60 -2.72 -2.26
3 C -0.76 -2.60 -0.72
4 C 1.03 1.87 -0.91
5 C -1.33 1.08 -0.61
6 C -0.25 2.88 1.01
7 C 2.06 -0.07 1.75
8 C -1.17 -0.40 2.44
9 C -0.08 1.64 0.07
10 N 1.16 -1.50 -1.34
11 N 0.49 -2.00 -0.25
12 Si 0.24 0.17 1.32
13 H 1.16 -1.73 -3.29
14 H -1.35 -2.20 -2.71
15 H -0.31 -3.70 -2.78
16 H -1.55 -2.05 -0.37
17 H -0.80 -3.51 -0.27
18 H 1.93 2.55 -0.50
19 H 1.31 0.89 -1.41
20 H 0.73 2.35 -1.76
21 H -2.24 1.04 -0.01
22 H -0.98 0.25 -1.11
23 H -1.51 1.81 -1.38
24 H -1.04 2.78 1.89
25 H 0.60 3.19 1.54
26 H -0.40 3.70 0.46
27 H 2.12 -0.58 2.73
28 H 2.51 -0.47 0.82
29 H 2.67 0.90 1.91
30 H -0.77 -1.25 3.16
31 H -1.64 0.42 3.12
32 H -1.92 -0.84 1.91

LUMO level   0.60 eV
Energy above the lowest of the compared OMol25 structures with the same formula, charge and spin   53.6 kcal per mole
Net charge   0
HOMO-LUMO gap   7.2285 eV
E_tot   -753.74359 a.u.

Atomic partial charges in e from the Mulliken method, atoms 1 to 6: atom 1 (C): -0.43, atom 2 (C): -0.46, atom 3 (C): -0.77, atom 4 (C): -1.57, atom 5 (C): -1.88, atom 6 (C): -1.93

***

Formula: C9H20N4O5
Source: the Open Molecules 2025 dataset
Level of theory: wB97M-V/def2-TZVPD

Element x y z (Å)
1 N 0.20 -0.52 -6.49
2 O -0.09 -0.96 -5.18
3 C 0.90 -1.85 -4.67
4 C 0.55 -2.20 -3.22
5 C 0.86 -1.04 -2.26
6 N 2.33 -1.06 -2.02
7 C 0.05 -1.20 -0.94
8 O -0.85 -0.41 -0.69
9 O 0.40 -2.20 -0.10
10 H -0.56 -0.75 -7.14
11 H 0.38 0.49 -6.51
12 H 0.91 -2.77 -5.27
13 H 1.89 -1.40 -4.72
14 H -0.52 -2.45 -3.17
15 H 1.11 -3.09 -2.91
16 H 0.56 -0.10 -2.72
17 H 2.63 -0.21 -1.54
18 H 2.60 -1.89 -1.49
19 H -0.21 -2.15 0.65
20 C 0.41 4.04 3.78
21 N 0.36 2.59 3.57
22 C 0.55 1.98 2.40
23 O 0.78 2.58 1.35
24 C 0.43 0.45 2.39
25 N -0.97 0.03 2.48
26 C -1.68 0.03 3.61
27 C -3.14 -0.32 3.50
28 O -1.19 0.32 4.70
29 H 1.06 4.51 3.03
30 H -0.59 4.47 3.68
31 H 0.80 4.26 4.77
32 H 0.09 2.01 4.35
33 H 0.87 0.08 1.47
34 H 0.99 0.05 3.24
35 H -1.46 -0.12 1.61
36 H -3.63 0.39 2.84
37 H -3.59 -0.27 4.49
38 H -3.24 -1.33 3.10

SMILES string   NOCC[C@H](N)C(=O)O.CNC(=O)CNC(C)=O
LUMO level   0.45 eV
Net charge   0
HOMO-LUMO gap   9.7843 eV
E_tot   -950.15508 a.u.

Atomic partial charges in e from the Mulliken method, atoms 1 to 6: atom 1 (N): -0.60, atom 2 (O): -0.17, atom 3 (C): -0.54, atom 4 (C): -0.77, atom 5 (C): 0.30, atom 6 (N): -0.71

***

Formula: C9H20O11S
Source: the Open Molecules 2025 dataset
Level of theory: wB97M-V/def2-TZVPD

Element x y z (Å)
1 C 0.38 2.84 2.96
2 C 0.31 2.36 1.48
3 O 0.98 3.43 0.79
4 S 2.45 3.22 0.17
5 C 3.49 3.07 1.70
6 O 2.44 1.91 -0.49
7 O 2.92 4.45 -0.44
8 H -0.64 2.72 3.33
9 H 0.54 3.90 3.11
10 H 0.98 2.19 3.59
11 H 0.62 1.33 1.32
12 H -0.73 2.41 1.16
13 H 3.14 2.19 2.24
14 H 3.32 4.00 2.25
15 H 4.54 3.04 1.42
16 O -2.22 -2.86 3.73
17 C -1.53 -2.54 2.80
18 O -1.87 -2.44 1.55
19 C -0.68 -2.64 0.78
20 C 0.44 -2.20 1.71
21 O -0.17 -2.35 2.96
22 H -0.63 -3.69 0.53
23 H -0.67 -2.27 -0.24
24 H 0.78 -1.21 1.44
25 H 1.33 -2.83 1.67
26 O 1.12 -0.66 -3.89
27 C 0.17 -1.42 -3.86
28 O -0.12 -2.31 -4.79
29 C -1.32 -2.97 -4.39
30 C -1.42 -2.68 -2.88
31 O -0.66 -1.54 -2.76
32 H -2.09 -2.48 -4.98
33 H -1.30 -4.05 -4.55
34 H -1.11 -3.54 -2.28
35 H -2.45 -2.48 -2.59
36 O -0.22 0.18 -0.59
37 H -0.90 0.85 -0.62
38 H -0.31 -0.29 -1.42
39 O -2.61 1.66 -0.51
40 H -3.44 1.65 -0.03
41 H -2.83 2.06 -1.35

SMILES string   CCOS(C)(=O)=O.O=C1OCCO1.O=C1OCCO1.O.O
LUMO level   0.01 eV
Energy above the lowest of the compared OMol25 structures with the same formula, charge and spin   5.6 kcal per mole
Net charge   0
HOMO-LUMO gap   10.6194 eV
E_tot   -1580.71253 a.u.

Atomic partial charges in e from the Mulliken method, atoms 1 to 6: atom 1 (C): -1.37, atom 2 (C): 0.55, atom 3 (O): -0.36, atom 4 (S): 1.19, atom 5 (C): -0.87, atom 6 (O): -0.54

***

Formula: C9H21AlN3O7P
Source: the Open Molecules 2025 dataset
Level of theory: wB97M-V/def2-TZVPD

Element x y z (Å)
1 Al 1.17 -2.83 0.95
2 P 3.38 -2.02 -1.68
3 O 3.91 -0.59 -1.70
4 O 3.74 -2.27 -0.17
5 O 4.61 -2.84 -2.21
6 O 1.81 -2.29 -1.75
7 C 0.50 0.21 -1.14
8 O -0.01 -0.47 -0.22
9 N -0.10 1.27 -1.70
10 C 0.68 2.02 -2.78
11 C -1.32 1.92 -1.14
12 H 1.51 0.04 -1.53
13 H 0.94 3.02 -2.43
14 H 0.01 2.07 -3.64
15 H 1.55 1.43 -3.05
16 H -1.83 1.36 -0.35
17 H -1.06 2.94 -0.87
18 H -2.01 1.93 -1.98
19 C 3.09 0.71 1.76
20 O 2.27 -0.15 1.54
21 N 2.80 1.92 2.29
22 C 3.68 3.08 2.25
23 C 1.38 2.20 2.72
24 H 4.14 0.53 1.46
25 H 4.70 2.88 1.93
26 H 3.64 3.56 3.23
27 H 3.19 3.74 1.53
28 H 0.57 1.57 2.37
29 H 1.54 2.02 3.78
30 H 1.19 3.21 2.35
31 C -2.79 -3.25 0.36
32 O -1.79 -2.67 0.70
33 N -3.98 -2.59 0.10
34 C -5.24 -3.34 -0.39
35 C -4.10 -1.12 0.20
36 H -2.93 -4.33 0.21
37 H -5.35 -2.98 -1.41
38 H -6.22 -3.23 0.07
39 H -4.98 -4.39 -0.48
40 H -4.89 -0.63 -0.38
41 H -4.26 -0.97 1.26
42 H -3.14 -0.66 -0.05

LUMO level   -3.32 eV
Energy above the lowest of the compared OMol25 structures with the same formula, charge and spin   36.9 kcal per mole
Net charge   0
HOMO-LUMO gap   5.6203 eV
E_tot   -1630.13374 a.u.

Atomic partial charges in e from the Mulliken method, atoms 1 to 6: atom 1 (Al): 0.80, atom 2 (P): 1.01, atom 3 (O): -0.46, atom 4 (O): -0.37, atom 5 (O): -0.43, atom 6 (O): -0.65

***

Formula: C9H21BClIO3S2
Source: the Open Molecules 2025 dataset
Level of theory: wB97M-V/def2-TZVPD

Element x y z (Å)
1 O -2.86 -3.60 2.49
2 S -3.62 -3.30 1.30
3 O -5.06 -3.24 1.30
4 Cl -3.13 -4.75 -0.06
5 C -2.96 -1.86 0.47
6 C -1.70 -1.31 1.14
7 C -1.03 -0.21 0.29
8 C 0.34 0.23 0.89
9 B 1.55 -0.39 0.11
10 C 1.86 -1.92 -0.02
11 C 1.58 -2.36 -1.49
12 C 0.26 -3.14 -1.62
13 I -0.72 -2.85 -3.49
14 H -3.80 -1.15 0.48
15 H -2.77 -2.14 -0.57
16 H -1.97 -0.89 2.12
17 H -0.99 -2.12 1.34
18 H -1.68 0.66 0.24
19 H -0.92 -0.59 -0.74
20 H 0.42 1.32 0.90
21 H 0.38 -0.11 1.94
22 H 2.25 0.33 -0.54
23 H 1.32 -2.57 0.68
24 H 2.93 -2.06 0.18
25 H 1.55 -1.48 -2.16
26 H 2.39 -2.98 -1.87
27 H 0.40 -4.22 -1.53
28 H -0.46 -2.84 -0.85
29 C 2.27 4.69 -1.26
30 S 2.37 4.55 0.53
31 O 1.95 3.16 0.86
32 C 0.97 5.61 0.88
33 H 3.05 4.05 -1.68
34 H 1.29 4.35 -1.59
35 H 2.46 5.72 -1.55
36 H 0.08 5.20 0.39
37 H 1.18 6.62 0.54
38 H 0.83 5.61 1.96

LUMO level   0.42 eV
Energy above the lowest of the compared OMol25 structures with the same formula, charge and spin   0.0 kcal per mole
Net charge   0
HOMO-LUMO gap   9.7195 eV
E_tot   -2160.28904 a.u.

Atomic partial charges in e from the Mulliken method, atoms 1 to 6: atom 1 (O): -0.54, atom 2 (S): 1.03, atom 3 (O): -0.55, atom 4 (Cl): -0.20, atom 5 (C): -0.89, atom 6 (C): -0.59